{"formula": "C8H16N3", "method": "ωB97M-V with the def2-TZVPD basis set", "charge": 1, "molar_mass_da": 154.24, "de_lowest_kcal_mol": 125.7, "max_force_ev_per_a": 6.3, "homo_ev": [-13.934, -14.626], "homo_lumo_gap_ev": [7.3, 8.9], "e_tot_ha": -478.2549, "species": ["C", "H", "H", "N", "H", "C", "H", "H", "H", "H", "N", "N", "H", "H", "C", "H", "C", "C", "H", "H", "C", "H", "C", "C", "H", "H", "H"], "coordinates": [[0.279, 1.506, 1.066], [-0.553, 2.044, 1.437], [-0.832, -0.801, 2.180], [1.342, 2.453, 0.690], [1.891, -0.768, 1.204], [1.577, 2.044, -1.828], [2.124, 2.684, -2.622], [0.798, 0.954, 1.853], [-1.736, -1.337, -1.110], [2.787, 3.305, -0.352], [-0.260, 0.723, 0.117], [0.828, 1.122, -1.958], [-0.442, -2.545, -1.243], [-1.861, 1.982, 0.009], [1.486, -1.102, 0.181], [-0.347, -2.422, 1.498], [-0.076, -0.820, 0.082], [1.912, 2.677, -0.438], [-0.150, -1.016, -2.036], [-1.918, -1.825, 1.123], [-0.633, -1.516, -1.175], [-1.723, 0.782, -1.304], [-0.842, -1.491, 1.250], [-1.637, 0.929, -0.249], [2.083, -0.373, -0.438], [1.798, -2.115, -0.042], [-2.255, 0.321, 0.351]], "forces_ev_per_angstrom": [[2.119, 1.029, 1.733], [-0.304, 1.173, 1.131], [0.088, -1.305, -1.203], [1.307, 0.862, -2.474], [-0.744, -1.076, -1.049], [2.416, 3.613, 0.241], [-0.972, -1.479, 0.629], [-0.426, -0.202, 0.089], [0.904, -0.506, -0.813], [0.052, 0.324, -0.561], [-1.313, -5.065, -3.566], [-1.777, -1.636, -0.123], [0.422, -1.389, 0.471], [-0.258, -0.443, -0.442], [0.316, 2.651, 1.462], [0.407, 0.011, 0.160], [2.206, -1.567, 0.250], [-1.655, -1.345, 3.019], [-0.734, -0.464, 0.099], [1.141, 0.887, -0.500], [-0.741, 3.530, -0.375], [-0.488, -0.180, -0.517], [-0.649, 1.301, 2.125], [0.629, 3.338, -0.268], [-0.869, -1.005, -0.057], [-0.253, -0.116, 0.061], [-0.825, -0.942, 0.482]]}